Entry 1:
A molecular structure, C41H33N8O5SV in a non-equilibrium geometry. Source: the Open Molecules 2025 dataset; level of theory: ωB97M-V with the def2-TZVPD basis set.

Geometry as XYZ:
```
89
C41H33N8O5SV ωB97M-V with the def2-TZVPD basis set
V -0.6940 -0.4133 0.6534
C -4.9570 -0.4132 -2.8704
C -5.1704 0.2786 -1.6869
C -4.3803 0.0302 -0.5781
C -3.3617 -0.9151 -0.6546
C -3.1467 -1.6109 -1.8401
C -3.9444 -1.3603 -2.9435
N -2.5075 -1.1431 0.4319
C -3.0084 -1.6801 1.5631
C -4.2908 -2.2556 1.7196
C -4.6555 -2.7804 2.9314
C -3.7943 -2.7729 4.0472
C -2.5459 -2.2225 3.9338
C -2.1567 -1.6818 2.7008
N -0.9806 -1.0263 2.4700
N -0.1386 -0.8251 3.3980
C 0.8315 0.0730 2.9801
C 1.8350 0.4802 3.8645
C 2.6992 1.4680 3.4632
C 2.5424 2.0479 2.2030
C 1.5404 1.5814 1.3848
N 0.7185 0.6005 1.7500
H -5.5764 -0.2147 -3.7327
H -5.9497 1.0230 -1.6254
H -4.5304 0.5758 0.3432
H -2.3515 -2.3474 -1.8774
H -3.7750 -1.9050 -3.8621
H -4.9696 -2.2821 0.8804
H -5.6398 -3.2146 3.0354
H -4.1217 -3.1986 4.9831
H -1.8563 -2.1887 4.7630
H 1.8900 0.0135 4.8351
H 3.4851 1.8056 4.1228
H 3.1835 2.8462 1.8686
H 1.3695 1.9948 0.3991
O 2.1552 -0.3337 -0.7696
C 2.2242 -1.6770 -1.1983
C 1.0938 -2.5124 -0.5496
O 0.9824 -3.7057 -0.7205
O 0.3104 -1.8187 0.1987
C 2.0986 -1.7136 -2.7162
C 1.4130 -2.6982 -3.4137
C 1.3084 -2.6281 -4.7959
C 1.8945 -1.5867 -5.4959
C 2.6025 -0.6152 -4.8039
C 2.7035 -0.6799 -3.4265
C 3.5583 -2.2601 -0.7493
C 3.9656 -3.4977 -1.2297
C 5.1730 -4.0391 -0.8288
C 5.9868 -3.3521 0.0586
C 5.5787 -2.1228 0.5487
C 4.3678 -1.5756 0.1489
H 1.3505 0.0431 -1.1744
H 0.9486 -3.5168 -2.8800
H 0.7601 -3.3956 -5.3247
H 1.8085 -1.5369 -6.5716
H 3.0762 0.1957 -5.3371
H 3.2538 0.0784 -2.8885
H 3.3297 -4.0428 -1.9100
H 5.4796 -5.0018 -1.2119
H 6.9348 -3.7737 0.3641
H 6.2027 -1.5839 1.2478
H 4.0501 -0.6183 0.5320
N 1.7597 5.8790 3.6304
C 0.7879 5.0902 3.0486
C 0.4066 5.2993 1.7185
C -0.5262 4.4728 1.1229
C -1.0769 3.4208 1.8436
C -0.7228 3.2153 3.1658
C 0.2041 4.0456 3.7654
S -2.2281 2.3504 1.0537
O -3.1637 3.1380 0.3087
O -2.7142 1.4429 2.0651
N -1.2840 1.4291 0.0867
C -1.1941 1.5088 -1.2592
N -0.5939 0.4072 -1.7782
C -0.6955 0.2707 -3.0950
C -1.2673 1.2346 -3.9022
C -1.6644 2.4035 -3.2678
N -1.6293 2.5564 -1.9578
H 1.9318 6.7735 3.2024
H 1.7847 5.8957 4.6373
H 0.8422 6.1175 1.1603
H -0.8330 4.6333 0.0999
H -1.1780 2.4043 3.7139
H 0.4836 3.8860 4.7972
H -0.2687 -0.6307 -3.5140
H -1.3444 1.1022 -4.9680
H -2.0190 3.2556 -3.8353
```

The value obtained for the HOMO energy (spin up / spin down) is -0.277 / -0.274 hartree. The expectation value of S² is 2.0164. As for the max |F|: 0.04258 hartree/bohr. As for the total energy: -101736.7898 eV. Its spin multiplicity is 3. Its energy above the lowest of the compared OMol25 structures with the same formula, charge and spin is 0.1829 eV.

---

Entry 2:
C4H8O2 in the gas phase. Source: the Open Molecules 2025 dataset; level of theory: ωB97M-V with the def2-TZVPD basis set.

Geometry as XYZ:
```
14
C4H8O2 ωB97M-V with the def2-TZVPD basis set
C -0.5627 -2.1342 1.3203
C -0.0832 -0.7154 1.3125
O 0.4759 -0.4980 0.1444
C 0.5918 0.8961 -0.2093
C -0.3289 1.0705 -1.4015
O 0.2164 0.5167 -2.5778
H -0.3490 -2.7145 0.4135
H -1.6512 -2.0181 1.4281
H -0.2337 -2.6584 2.2218
H 0.2785 1.4775 0.6615
H 1.6298 1.1106 -0.4781
H -0.5138 2.1286 -1.6004
H -1.2915 0.5996 -1.1439
H 0.4103 -0.4117 -2.3912
```

The value obtained for the HOMO energy is -0.316 hartree. As for the max |F|: 0.01093 hartree/bohr. As for the total energy: -8369.6242 eV. Its energy above the lowest of the compared OMol25 structures with the same formula, charge and spin is 3.6575 eV.

---

Entry 3:
2 unconnected molecules or ions with the total composition C9H7Cl4N2PS in a non-equilibrium geometry. Source: the Open Molecules 2025 dataset; level of theory: ωB97M-V with the def2-TZVPD basis set.

Geometry as XYZ:
```
24
C9H7Cl4N2PS ωB97M-V with the def2-TZVPD basis set
S 5.5338 0.5828 0.5482
P 4.4766 -0.3719 -0.7880
C 2.6944 -0.1356 -0.5835
C 2.1904 0.9858 0.1102
C 0.8353 1.1635 0.2298
C -0.0684 0.2172 -0.3062
N -1.4081 0.4313 -0.1649
C -2.1688 -0.4980 -0.6622
C -1.6605 -1.6444 -1.3167
N -0.3934 -1.8731 -1.5017
C 0.4233 -0.9143 -0.9761
C 1.8223 -1.0583 -1.1116
H 4.8220 0.0065 -2.0961
H 4.6672 -1.7569 -0.6565
H 2.8653 1.7023 0.5527
H 0.4242 2.0210 0.7370
H -3.2398 -0.3867 -0.5532
H -2.3644 -2.3676 -1.7058
H 2.2003 -1.9268 -1.6334
Cl -3.0294 0.1110 2.9443
C -4.3233 1.1666 2.3759
Cl -3.6720 2.7555 1.9782
Cl -5.0854 0.4638 0.9346
Cl -5.5417 1.3261 3.6449
```

The value obtained for the HOMO energy is -0.322 hartree. As for the structure (SMILES): S=[PH2]c1ccc2nccnc2c1.ClC(Cl)(Cl)Cl. As for the max |F|: 0.03332 hartree/bohr. As for the total energy: -82640.0632 eV.

---

Entry 4:
2 unconnected molecules or ions with the total composition C4H8F3N in a non-equilibrium geometry. Source: the Open Molecules 2025 dataset; level of theory: ωB97M-V with the def2-TZVPD basis set.

Geometry as XYZ:
```
16
C4H8F3N ωB97M-V with the def2-TZVPD basis set
F 0.4987 0.5599 2.5626
C 0.3828 -0.7788 2.3771
C -0.8381 -1.1383 1.6441
F -0.8733 -2.3762 0.9586
F -1.8625 -1.1678 2.4557
H 0.2987 -1.3161 3.2583
H 1.3074 -1.1641 1.8366
H -1.3223 -0.2539 1.0738
C -0.2798 0.0006 -0.9474
N 0.9011 0.3487 -0.6307
C 1.1975 1.7376 -0.5566
H -1.0794 0.6277 -0.9747
H -0.5631 -1.0073 -0.6994
H 0.9151 2.4002 -1.3636
H 1.0481 1.9948 0.5296
H 2.2443 1.7765 -0.5313
```

The value obtained for the HOMO energy is -0.360 hartree. As for the structure (SMILES): FCC(F)F.C=NC. As for the max |F|: 0.09029 hartree/bohr. As for the total energy: -13917.3836 eV. Its energy above the lowest of the compared OMol25 structures with the same formula, charge and spin is 3.3546 eV.

---

Question: The highest max |F| belongs to which entry?
Answer: C4H8F3N

---

Question: max |F| of number 3 (C9H7Cl4N2PS)?
Answer: 0.03332 hartree/bohr